91
Properties=species:S:1:pos:R:3 method="wB97M-V/def2-TZVPD" e_lumo_ev=-5.298 total_charge=+1 homo_energy_ev=-8.9
C -6.02 -0.22 2.90
N -5.02 0.38 3.76
C -5.52 0.82 5.05
C -3.65 0.33 3.45
C -3.04 1.38 2.72
C -1.69 1.33 2.41
C -0.87 0.25 2.81
C 0.56 0.30 2.70
C 1.41 -0.86 2.94
C 2.65 -0.41 3.52
C 3.57 -1.32 4.02
C 3.29 -2.69 3.89
C 2.11 -3.13 3.26
C 1.16 -2.22 2.81
C 2.63 1.04 3.54
C 1.37 1.49 2.98
C 1.11 2.86 2.95
C 2.07 3.76 3.43
C 3.27 3.30 4.02
C 3.55 1.93 4.08
C -1.52 -0.81 3.51
C -2.86 -0.77 3.83
H -5.56 -0.59 1.97
H -6.53 -1.05 3.41
H -6.78 0.54 2.64
H -4.69 1.19 5.66
H -6.25 1.63 4.91
H -6.02 -0.01 5.58
H -3.65 2.23 2.42
H -1.24 2.13 1.83
H 4.48 -0.95 4.49
H 4.00 -3.43 4.28
H 1.93 -4.20 3.13
H 0.23 -2.54 2.34
H 0.18 3.22 2.54
H 1.89 4.83 3.36
H 3.98 4.02 4.42
H 4.46 1.55 4.53
H -0.94 -1.66 3.87
H -3.33 -1.59 4.38
C -5.98 -0.94 -1.55
C -5.98 0.45 -1.35
C -4.92 1.22 -1.83
C -3.86 0.61 -2.50
C -2.75 1.49 -3.02
N -1.61 0.75 -3.57
C -1.35 0.97 -4.98
C -0.50 -0.13 -5.57
N 0.62 -0.43 -4.71
C 1.83 -0.86 -5.35
C 2.60 -1.82 -4.47
N 2.67 -1.35 -3.11
C 3.73 -1.95 -2.29
C 4.77 -0.97 -1.82
C 5.75 -1.42 -0.93
C 6.74 -0.55 -0.47
C 6.77 0.78 -0.92
C 5.79 1.23 -1.81
C 4.80 0.36 -2.27
C 1.59 -0.74 -2.52
C 1.48 -0.53 -1.12
N 0.38 -0.02 -0.55
C -0.66 0.34 -1.33
C -0.61 0.27 -2.75
C 0.53 -0.30 -3.35
C -3.86 -0.78 -2.71
C -4.92 -1.55 -2.23
H -6.82 -1.55 -1.19
H -6.81 0.93 -0.83
H -4.90 2.30 -1.71
H -3.14 2.12 -3.83
H -2.41 2.17 -2.22
H -2.32 1.00 -5.49
H -0.85 1.94 -5.13
H -1.12 -1.04 -5.72
H -0.12 0.17 -6.55
H 1.57 -1.35 -6.30
H 2.47 0.01 -5.59
H 2.12 -2.82 -4.50
H 3.63 -1.93 -4.84
H 3.29 -2.48 -1.43
H 4.22 -2.72 -2.91
H 5.71 -2.46 -0.60
H 7.50 -0.92 0.22
H 7.54 1.46 -0.57
H 5.80 2.26 -2.17
H 4.04 0.70 -2.98
H 2.30 -0.78 -0.44
H -1.56 0.70 -0.82
H -3.03 -1.24 -3.24
H -4.91 -2.63 -2.39

=====

95
Properties=species:S:1:pos:R:3 method="wB97M-V/def2-TZVPD" e_lumo_ev=-2.238 total_charge=+1 homo_energy_ev=-9.8
Y 0.30 -0.03 0.35
C -0.40 2.93 1.75
O -0.02 2.36 0.48
C -0.87 2.84 -0.57
C -0.25 2.45 -1.89
O 0.18 1.09 -1.76
C 0.44 0.39 -2.98
C 1.42 -0.71 -2.64
O 0.94 -1.45 -1.51
C 0.38 -2.73 -1.88
H -0.29 4.01 1.69
H 0.28 2.53 2.50
H -1.42 2.65 1.99
H -0.93 3.93 -0.51
H -1.86 2.40 -0.46
H 0.62 3.06 -2.13
H -1.00 2.53 -2.68
H 0.87 1.07 -3.72
H -0.51 -0.01 -3.36
H 2.38 -0.28 -2.35
H 1.58 -1.37 -3.49
H 1.18 -3.38 -2.23
H -0.37 -2.60 -2.66
H -0.10 -3.14 -1.00
O 0.47 -0.01 3.10
C 1.48 0.10 2.40
C 2.84 0.35 2.92
C 3.19 0.30 4.27
C 4.49 0.55 4.65
C 5.45 0.85 3.68
C 5.11 0.92 2.34
C 3.80 0.66 1.95
P 3.23 0.79 0.21
C 3.24 2.58 -0.10
C 3.19 3.04 -1.42
C 3.06 4.39 -1.70
C 2.96 5.31 -0.66
C 3.00 4.86 0.66
C 3.15 3.51 0.93
C 4.66 0.16 -0.73
C 4.65 -1.21 -1.03
C 5.72 -1.79 -1.69
C 6.80 -1.01 -2.07
C 6.82 0.34 -1.79
C 5.75 0.93 -1.12
H 2.42 0.05 5.00
H 4.78 0.50 5.69
H 6.47 1.04 3.98
H 5.87 1.15 1.61
H 3.28 2.33 -2.24
H 3.05 4.74 -2.72
H 2.86 6.36 -0.87
H 2.94 5.57 1.47
H 3.20 3.17 1.96
H 3.80 -1.82 -0.73
H 5.70 -2.85 -1.91
H 7.64 -1.47 -2.59
H 7.66 0.95 -2.08
H 5.78 1.99 -0.89
O -1.20 -1.79 0.57
C -2.18 -0.99 0.53
O -1.99 0.26 0.53
C -3.57 -1.53 0.47
C -4.01 -2.31 1.54
C -5.31 -2.78 1.56
C -6.17 -2.49 0.51
C -5.72 -1.75 -0.57
C -4.42 -1.26 -0.62
P -3.72 -0.42 -2.10
C -3.08 -1.87 -3.02
C -2.49 -1.62 -4.27
C -1.98 -2.64 -5.04
C -2.02 -3.95 -4.57
C -2.59 -4.22 -3.34
C -3.12 -3.19 -2.57
C -5.23 -0.02 -3.05
C -5.83 -0.90 -3.95
C -6.99 -0.53 -4.62
C -7.56 0.72 -4.39
C -6.97 1.59 -3.49
C -5.80 1.23 -2.83
H -3.33 -2.53 2.35
H -5.66 -3.36 2.40
H -7.19 -2.84 0.53
H -6.39 -1.56 -1.40
H -2.47 -0.60 -4.65
H -1.55 -2.43 -6.01
H -1.62 -4.76 -5.18
H -2.64 -5.24 -2.97
H -3.56 -3.42 -1.61
H -5.39 -1.87 -4.14
H -7.45 -1.21 -5.32
H -8.46 1.00 -4.91
H -7.41 2.56 -3.31
H -5.34 1.92 -2.14

=====

98
Properties=species:S:1:pos:R:3 method="wB97M-V/def2-TZVPD" e_lumo_ev=-3.211 total_charge=+1 homo_energy_ev=-10.3
Ti -0.58 -0.84 -0.18
C -2.94 -2.10 1.20
C -2.37 -1.64 2.40
C -1.02 -1.94 2.39
C -0.71 -2.58 1.15
C -1.94 -2.69 0.42
H -3.99 -2.07 0.97
H -2.90 -1.14 3.20
H -0.32 -1.75 3.18
H 0.14 -3.23 1.00
H -2.10 -3.33 -0.44
N -3.32 1.62 -2.72
C -4.63 1.12 -2.90
C -5.57 1.91 -3.53
C -6.85 1.42 -3.75
C -7.19 0.15 -3.31
C -6.25 -0.63 -2.64
C -4.97 -0.14 -2.44
S -3.75 -1.15 -1.62
N -2.39 -0.15 -1.47
C -2.33 1.02 -2.04
C -1.04 1.75 -1.96
C -0.89 3.08 -2.35
C 0.38 3.63 -2.33
C 1.46 2.84 -1.97
C 1.21 1.53 -1.59
N -0.01 1.01 -1.55
H -3.14 2.51 -3.14
H -5.30 2.91 -3.86
H -7.58 2.02 -4.28
H -8.18 -0.24 -3.48
H -6.51 -1.61 -2.28
H -1.73 3.69 -2.65
H 0.52 4.67 -2.61
H 2.46 3.23 -1.98
H 2.02 0.86 -1.33
C 2.17 4.61 4.72
C 1.20 3.52 5.20
C 1.79 2.83 6.44
C -0.12 4.17 5.59
C 1.02 2.51 4.06
C -0.16 2.39 3.35
C -0.21 1.50 2.30
Br -1.82 1.32 1.26
C 0.85 0.69 1.89
O 0.68 -0.10 0.83
C 2.05 0.79 2.63
C 2.09 1.70 3.68
C 3.27 -0.09 2.31
C 4.46 0.20 3.22
C 3.71 0.17 0.87
C 2.86 -1.56 2.49
H 2.32 5.35 5.51
H 1.76 5.13 3.84
H 3.14 4.20 4.44
H 1.84 3.55 7.26
H 2.80 2.46 6.26
H 1.17 2.00 6.76
H 0.04 4.85 6.42
H -0.85 3.42 5.90
H -0.54 4.75 4.76
H -1.03 2.97 3.59
H 3.01 1.78 4.24
H 4.81 1.22 3.11
H 5.29 -0.46 2.93
H 4.24 0.00 4.27
H 3.95 1.23 0.73
H 2.91 -0.10 0.18
H 4.59 -0.42 0.63
H 2.55 -1.75 3.52
H 3.70 -2.22 2.26
H 2.03 -1.81 1.83
O 0.07 -1.73 -1.45
C 0.53 -2.37 -2.63
C -0.09 -3.77 -2.69
C -0.06 -4.66 -1.66
C -0.60 -5.93 -2.01
C -1.00 -5.97 -3.31
S -0.75 -4.47 -4.11
C 2.03 -2.58 -2.53
C 2.80 -2.38 -1.43
C 4.14 -2.82 -1.61
C 4.34 -3.36 -2.84
S 2.91 -3.34 -3.80
C 0.15 -1.53 -3.83
C -1.09 -1.39 -4.40
C -1.13 -0.39 -5.41
C 0.07 0.22 -5.58
S 1.27 -0.43 -4.55
H 0.36 -4.43 -0.69
H -0.67 -6.76 -1.33
H -1.44 -6.79 -3.85
H 2.41 -1.94 -0.52
H 4.91 -2.75 -0.86
H 5.24 -3.79 -3.25
H -1.94 -2.00 -4.13
H -2.02 -0.16 -5.98
H 0.34 0.99 -6.29

=====

Total energy: -1975.39420, -2874.29364, -7033.35240 (hartree)
Energy relative to the best compared isomer or geometry (same formula, charge and spin): 0.000, 0.000, 0.000 (eV)